The following is a DFT calculation (ωB97M-V with the def2-TZVPD basis set) of a structure of composition C29H35N5Ti.

As for the spin multiplicity: 1. As for the total energy: -2249.29826 hartree. The net charge is -2. For the LUMO energy (spin up / spin down), the calculation gives 4.6 / 4.6 eV. The value obtained for the frontier orbital gap (spin up / spin down) is 2.822 / 2.964 eV. As for the highest occupied orbital energy (spin up / spin down): 1.761 / 1.640 eV.

Each line ends with the Mulliken charge.
Element x y z (Å)
Ti  0.216  0.749  0.031  -0.888
N  0.731  0.444  2.275  -0.193
C  2.157  0.663  2.523  -0.637
C  2.996  -0.144  1.549  -0.544
N  2.691  0.255  0.188  -0.323
H  0.169  1.205  2.640  0.237
H  0.396  -0.431  2.666  0.054
H  2.452  0.410  3.550  0.510
H  2.344  1.725  2.355  0.196
H  2.753  -1.203  1.659  0.056
H  4.055  -0.018  1.823  0.488
H  3.253  -0.219  -0.505  0.265
H  2.657  1.268  0.057  0.156
C  -0.596  0.576  -4.252  -1.034
C  -1.894  -0.055  -4.276  -0.628
C  -2.535  -0.225  -3.085  -1.029
C  -1.958  0.164  -1.850  -0.048
N  -0.591  0.604  -1.836  1.432
C  -0.021  0.863  -3.061  -0.347
C  -2.613  0.265  -0.624  0.991
C  -3.975  -0.126  -0.397  -0.891
C  -4.588  0.101  0.805  -0.487
C  -3.895  0.738  1.867  -0.993
C  -2.560  1.068  1.674  0.019
C  -1.857  0.822  0.490  0.971
H  -0.058  0.799  -5.168  0.349
H  -2.353  -0.361  -5.209  0.361
H  -3.537  -0.644  -3.078  0.229
H  0.973  1.303  -3.018  0.366
H  -4.541  -0.614  -1.186  0.193
H  -5.622  -0.207  0.944  0.318
H  -4.390  0.934  2.813  0.337
H  -2.030  1.514  2.520  0.032
C  -0.551  4.080  -0.958  -1.338
C  0.742  3.804  -0.172  1.337
C  1.930  4.359  -0.978  -1.796
C  0.670  4.568  1.162  -1.750
N  0.902  2.406  0.069  -0.138
H  -0.703  5.153  -1.140  0.482
H  -1.401  3.678  -0.404  0.224
H  -0.517  3.555  -1.914  0.193
H  1.997  3.829  -1.931  0.287
H  2.860  4.189  -0.428  0.332
H  1.829  5.433  -1.178  0.448
H  0.549  5.648  1.014  0.475
H  1.584  4.392  1.738  0.281
H  -0.178  4.195  1.742  0.314
C  -0.835  -3.292  3.863  -0.534
C  0.430  -3.556  3.351  -0.931
C  0.801  -3.084  2.101  0.354
C  -0.078  -2.320  1.303  -1.264
C  -1.365  -2.090  1.828  0.092
C  -1.724  -2.556  3.083  -0.539
N  0.317  -1.721  0.117  0.755
C  0.909  -2.509  -0.818  0.425
C  0.848  -3.930  -0.809  -0.557
C  1.434  -4.698  -1.800  -0.603
C  2.109  -4.118  -2.867  -0.557
C  2.158  -2.727  -2.918  -0.933
C  1.585  -1.944  -1.935  0.064
H  -1.122  -3.653  4.844  0.354
H  1.143  -4.130  3.936  0.341
H  1.793  -3.295  1.717  0.495
H  -2.066  -1.520  1.233  0.256
H  -2.721  -2.338  3.450  0.421
H  0.302  -4.426  -0.016  0.340
H  1.343  -5.779  -1.742  0.326
H  2.555  -4.726  -3.646  0.337
H  2.640  -2.233  -3.756  0.364
H  1.603  -0.870  -2.028  0.126